C22H42Cl3N2O3PmSSi as an isolated structure at a distorted geometry. Source: the Open Molecules 2025 dataset; level of theory: ωB97M-V with the def2-TZVPD basis set.

Net charge: 0
Expectation value of S²: 6.00
HOMO level (alpha / beta) (eV): -8.4 / -8.4
Energy above the lowest of the compared OMol25 structures with the same formula, charge and spin (kJ/mol): 0.0
Spin multiplicity: 5

Geometry as XYZ:
```
75
C22H42Cl3N2O3PmSSi, DFT ωB97M-V with the def2-TZVPD basis set
C 0.190 -2.723 -5.446
C 0.698 -2.675 -4.038
H 0.221 -3.782 -5.799
H 0.750 -2.122 -6.159
H -0.839 -2.405 -5.472
C 1.932 -3.185 -3.731
C 2.785 -3.772 -4.790
H 2.258 -3.250 -2.706
H 3.162 -3.004 -5.489
H 2.191 -4.487 -5.379
H 3.606 -4.315 -4.342
Pm -0.140 1.941 1.003
Cl -2.776 2.193 1.141
Cl -0.092 4.012 -0.603
C -0.581 -0.442 3.061
O 0.228 0.557 2.961
N -0.182 -1.678 3.263
C 1.178 -1.902 3.755
C -1.193 -2.721 3.451
H -1.684 -0.313 2.997
H 1.910 -1.347 3.142
H 1.410 -2.966 3.713
H 1.252 -1.530 4.789
H -1.954 -2.602 2.665
H -1.663 -2.575 4.438
H -0.739 -3.723 3.376
H 3.091 0.310 -3.055
H 4.032 -1.925 -1.642
C 3.803 0.748 -2.342
C 4.413 -1.193 -0.909
N 3.680 0.075 -1.037
H 3.659 1.806 -2.259
C 2.872 0.517 -0.065
O 2.019 1.443 -0.149
H 4.306 -1.582 0.098
H 2.999 -0.050 0.895
H 4.818 0.532 -2.721
H 5.487 -1.025 -1.132
O -0.013 -0.567 -3.351
C -0.151 -1.951 -3.052
C 1.203 -2.105 -0.869
C 0.072 -2.439 -1.601
H 1.822 -1.292 -1.252
C 1.533 -2.835 0.259
H -1.206 -2.230 -3.254
C -0.861 -3.305 -1.041
H 2.461 -2.613 0.803
C 0.694 -3.847 0.692
C -0.526 -4.026 0.086
H -1.831 -3.450 -1.566
H 1.005 -4.477 1.547
H -1.231 -4.797 0.463
Si -0.551 0.579 -4.318
Cl -0.932 -0.296 0.525
C 0.799 1.803 -4.138
C -1.885 1.337 -3.189
C -1.412 0.186 -5.908
H 1.803 1.322 -4.113
H 0.650 2.294 -3.147
H 0.815 2.605 -4.891
H -0.841 -0.328 -6.695
H -1.708 1.180 -6.301
H -2.343 -0.381 -5.716
H -2.327 0.564 -2.529
H -2.688 1.865 -3.714
H -1.411 2.056 -2.495
C -1.821 4.694 3.090
S -0.205 3.901 3.567
C -0.903 2.570 4.605
H -1.550 5.332 2.222
H -2.203 5.313 3.939
H -2.519 3.914 2.796
H -1.214 2.902 5.611
H -1.759 2.134 4.080
H -0.072 1.839 4.649
```



C22H42F2N4O9P2Si as an isolated structure at a distorted geometry. Source: the Open Molecules 2025 dataset; level of theory: ωB97M-V with the def2-TZVPD basis set.

Net charge: 0
HOMO level (eV): -8.3

Geometry as XYZ:
```
82
C22H42F2N4O9P2Si, DFT ωB97M-V with the def2-TZVPD basis set
C 4.579 0.143 1.614
C 4.874 1.421 1.011
O 3.922 2.213 0.260
P 4.067 1.948 -1.410
O 5.075 3.000 -1.929
O 2.630 2.180 -2.295
C 1.739 3.120 -1.678
F 0.886 3.595 -2.742
F 2.372 4.279 -1.149
C 0.848 2.460 -0.502
C -0.497 1.815 -1.105
Si -2.091 2.862 -0.773
C -2.074 3.767 0.920
C -2.255 4.111 -2.253
C -3.564 1.604 -0.939
C -4.517 1.715 -2.158
C -5.652 0.665 -2.278
C -5.773 -0.433 -1.170
C -4.800 -0.521 0.055
C -3.659 0.530 0.180
O 4.730 0.424 -1.807
P 3.543 -0.692 -2.315
N 2.291 -0.803 -1.318
O 3.008 -0.289 -3.896
O 4.307 -2.217 -2.456
H 5.079 -0.774 1.125
H 3.864 0.039 2.506
H 5.934 1.850 1.088
H 0.690 3.174 0.373
H 1.479 1.580 -0.097
H -0.675 0.817 -0.544
H -0.398 1.507 -2.216
H -1.794 4.867 0.689
H -1.251 3.390 1.632
H -3.109 3.792 1.422
H -2.087 3.474 -3.195
H -3.264 4.655 -2.261
H -1.424 4.896 -2.241
H -4.371 2.529 -2.951
H -6.343 0.721 -3.202
H -6.601 -1.198 -1.307
H -4.867 -1.337 0.856
H -2.916 0.473 1.049
H 2.320 -1.790 -1.005
H 3.385 0.580 -4.166
H 4.037 -2.559 -3.341
C 1.611 0.946 6.286
C 2.522 0.297 5.280
O 2.157 0.051 4.136
N 3.786 -0.018 5.673
C 4.402 0.189 6.965
H 0.641 1.136 5.825
H 1.463 0.284 7.142
H 2.030 1.900 6.612
H 4.336 -0.450 4.944
H 5.282 0.822 6.828
H 4.719 -0.781 7.354
H 3.725 0.660 7.675
C 3.893 -5.591 4.355
C 3.169 -4.275 4.244
O 2.248 -3.976 4.992
N 3.567 -3.406 3.274
C 4.626 -3.572 2.301
H 3.462 -6.172 5.171
H 3.782 -6.160 3.430
H 4.949 -5.421 4.572
H 3.034 -2.545 3.262
H 5.345 -2.762 2.438
H 4.186 -3.496 1.303
H 5.134 -4.529 2.401
C -8.464 -2.297 -5.325
C -7.602 -1.079 -5.124
O -7.897 -0.198 -4.326
N -6.463 -0.974 -5.861
C -5.943 -1.898 -6.845
H -9.333 -2.235 -4.669
H -8.815 -2.342 -6.358
H -7.904 -3.200 -5.074
H -5.939 -0.132 -5.670
H -4.950 -2.220 -6.523
H -5.854 -1.369 -7.797
H -6.583 -2.768 -6.973
```



C22H42NP3SSeYb as an isolated structure at a distorted geometry. Source: the Open Molecules 2025 dataset; level of theory: ωB97M-V with the def2-TZVPD basis set.

Net charge: +3
Expectation value of S²: 0.75
HOMO level (alpha / beta) (eV): -16.6 / -16.6
Spin multiplicity: 2

Geometry as XYZ:
```
71
C22H42NP3SSeYb, DFT ωB97M-V with the def2-TZVPD basis set
Yb 0.492 0.765 -0.055
P 1.290 3.307 -0.439
P -1.041 0.173 -2.507
P 0.654 0.399 2.836
H -0.874 -4.109 -0.672
C -0.988 -3.989 0.414
C -1.989 -3.258 0.943
H -2.680 -2.692 0.305
C 2.990 3.471 -1.044
C 0.250 4.184 -1.661
C 1.206 4.328 1.076
C -1.867 -1.404 -2.955
C -2.271 1.340 -3.208
C 0.234 0.229 -3.825
C 0.276 -1.107 3.816
C -0.016 1.670 3.979
C 2.448 0.563 3.187
H -0.231 -4.507 1.025
H -2.136 -3.092 2.014
H 3.206 4.535 -1.243
H 3.105 2.874 -1.967
H 3.686 3.069 -0.285
H 0.684 5.174 -1.839
H -0.780 4.265 -1.278
H 0.224 3.599 -2.597
H 1.633 5.315 0.860
H 1.777 3.824 1.874
H 0.156 4.412 1.402
H -1.538 -1.733 -3.951
H -2.957 -1.264 -2.959
H -1.607 -2.170 -2.209
H -2.165 1.383 -4.302
H -2.110 2.340 -2.783
H -3.281 0.998 -2.948
H -0.208 -0.178 -4.746
H 1.102 -0.376 -3.519
H 0.560 1.265 -3.995
H 1.069 -1.291 4.555
H 0.208 -1.969 3.135
H -0.686 -0.996 4.335
H 0.446 1.575 4.972
H -1.103 1.539 4.060
H 0.184 2.672 3.575
H 2.638 0.209 4.210
H 2.757 1.614 3.089
H 3.012 -0.049 2.467
C 3.455 -2.494 -0.781
C 2.898 -3.784 -0.866
C 3.733 -4.910 -1.004
C 5.126 -4.747 -1.058
C 5.680 -3.463 -0.962
C 4.851 -2.352 -0.806
Se 2.398 -0.844 -0.891
H 1.310 -1.191 0.217
H 1.809 -3.908 -0.843
H 3.291 -5.918 -1.080
H 5.767 -5.620 -1.182
H 6.760 -3.332 -1.013
H 5.291 -1.358 -0.748
S -2.070 1.841 0.667
C -3.597 1.101 0.775
N -4.623 1.565 -0.034
C -5.896 1.037 -0.009
C -6.192 0.029 0.888
C -5.172 -0.483 1.710
C -3.893 0.054 1.655
H -4.402 2.333 -0.670
H -6.604 1.497 -0.704
H -7.209 -0.362 0.923
H -5.390 -1.301 2.386
H -3.081 -0.295 2.284
```